1.
Computed, not measured: a structure of composition C6H12EuFN2O5S2 at a distorted geometry, with wB97M-V/def2-TZVPD.

As for the HOMO energy (spin up / spin down): -9.5908 / -12.1223 eV. The net charge is +1. The calculation puts the molar mass at 427.3 g mol⁻¹. Its multiplicity is 8.

```
29
C6H12EuFN2O5S2 wB97M-V/def2-TZVPD
C 2.70 -1.01 1.67
C 3.08 -0.30 0.24
N 2.01 0.56 -0.37
C 0.82 -0.21 -0.87
C -0.34 -0.55 0.24
S -1.84 -1.24 -0.72
O -1.31 -1.95 -2.02
O -2.51 -2.39 0.11
N -2.97 0.07 -1.09
S -4.31 0.09 0.03
O -3.91 -0.09 1.52
O -5.38 -0.95 -0.45
F -5.03 1.68 -0.08
C 1.65 1.77 0.45
C 0.46 2.76 -0.18
O 2.21 2.17 1.59
H 1.70 -0.61 2.13
H 2.71 -2.20 1.52
H 3.55 -0.77 2.46
H 3.32 -1.17 -0.54
H 4.09 0.32 0.34
H 0.34 0.42 -1.76
H 1.25 -1.20 -1.40
H 0.03 -1.46 0.90
H -0.72 0.36 0.86
H 0.81 3.04 -1.29
H 0.45 3.78 0.41
H -0.58 2.23 -0.25
Eu -2.28 -3.15 -3.44
```

2.
Computed, not measured: a structure of composition C20H13N12Sn, with wB97M-V/def2-TZVPD.

As for the HOMO energy: -10.4096 eV. The net charge is +1. The calculation puts the molar mass at 540.1 g mol⁻¹. Its multiplicity is 1.

```
46
C20H13N12Sn wB97M-V/def2-TZVPD
Sn 1.09 1.61 -0.87
C -2.51 3.23 1.56
C -1.34 3.04 0.82
N -1.19 2.06 -0.05
C -2.18 1.20 -0.29
C -3.44 1.39 0.33
C -3.57 2.40 1.31
C -4.54 0.59 -0.05
C -4.39 -0.36 -1.05
C -3.14 -0.65 -1.56
C -1.98 0.03 -1.14
N -0.70 -0.31 -1.35
C -0.18 -1.50 -1.72
C -0.85 -2.60 -2.29
C -0.28 -3.86 -2.35
C 0.96 -4.09 -1.80
C 1.74 -3.02 -1.32
C 3.04 -3.22 -0.80
C 3.79 -2.13 -0.44
C 3.25 -0.86 -0.65
N 2.01 -0.66 -1.07
C 1.23 -1.70 -1.37
H -2.56 4.01 2.30
H -0.49 3.71 0.93
H -4.50 2.52 1.84
H -5.50 0.74 0.43
H -5.25 -0.91 -1.41
H -3.09 -1.43 -2.30
H -1.84 -2.49 -2.70
H -0.84 -4.66 -2.81
H 1.36 -5.10 -1.76
H 3.42 -4.22 -0.68
H 4.79 -2.24 -0.04
H 3.83 0.03 -0.45
N 2.25 1.61 2.76
C 1.34 0.69 2.36
N 0.81 -0.23 3.16
N -0.03 -0.93 2.39
N -0.03 -0.48 1.18
N 0.84 0.57 1.12
C 2.78 2.56 1.91
N 3.67 3.47 2.27
N 3.92 4.17 1.16
N 3.23 3.74 0.17
N 2.48 2.69 0.61
H 2.55 1.60 3.72
```

3.
Computed, not measured: a structure of composition C37H35Br2GeN4O3Zr, with wB97M-V/def2-TZVPD.

As for the HOMO energy: -9.9743 eV. The net charge is +1. The calculation puts the molar mass at 907.4 g mol⁻¹. Its multiplicity is 1.

```
83
C37H35Br2GeN4O3Zr wB97M-V/def2-TZVPD
Zr 0.42 -0.07 -0.20
C 3.99 -2.19 1.44
O 3.65 -2.84 0.19
C 2.57 -2.22 -0.28
N 2.03 -1.31 0.55
C 2.71 -1.45 1.85
C 1.90 -2.22 2.87
C 1.01 -3.22 2.49
C 0.37 -3.98 3.45
C 0.61 -3.76 4.80
C 1.48 -2.75 5.18
C 2.12 -1.98 4.22
C 2.01 -2.45 -1.52
C 2.32 -3.41 -2.49
C 1.37 -3.76 -3.44
C 0.05 -3.32 -3.23
C -0.22 -2.34 -2.31
N 0.87 -1.60 -1.74
C -1.46 -1.96 -1.74
N -1.50 -1.05 -0.80
C -2.90 -0.86 -0.39
C -3.61 -2.00 -1.17
O -2.62 -2.50 -2.10
C -3.42 0.51 -0.75
C -4.09 1.27 0.20
C -4.61 2.51 -0.14
C -4.47 3.00 -1.43
C -3.79 2.24 -2.38
C -3.27 1.01 -2.04
H 4.83 -1.51 1.24
H 4.29 -2.96 2.14
H 2.96 -0.47 2.25
H 0.82 -3.41 1.44
H -0.32 -4.76 3.14
H 0.11 -4.36 5.54
H 1.67 -2.57 6.23
H 2.81 -1.20 4.53
H 3.26 -3.94 -2.43
H 1.59 -4.51 -4.18
H -0.78 -3.82 -3.72
H -2.98 -1.02 0.68
H -4.46 -1.65 -1.75
H -3.91 -2.83 -0.53
H -4.20 0.89 1.21
H -5.13 3.10 0.61
H -4.88 3.96 -1.70
H -3.69 2.61 -3.39
H -2.74 0.42 -2.79
C -0.26 3.12 -1.99
C -0.76 3.16 -0.58
C -1.34 4.35 -0.11
C -1.87 4.42 1.14
C -1.84 3.28 1.97
C -2.44 3.18 3.25
Br -3.35 4.67 3.98
C -2.40 2.01 3.96
C -1.73 0.89 3.43
Br -1.69 -0.71 4.41
C -1.12 0.94 2.20
O -0.46 -0.07 1.65
C -1.20 2.14 1.46
N -0.65 2.09 0.19
H 0.60 3.77 -2.11
H -1.04 3.48 -2.66
H 0.01 2.10 -2.28
H -1.38 5.21 -0.78
H -2.34 5.33 1.50
H -2.87 1.94 4.93
C 4.46 -0.24 -2.04
Ge 2.75 0.69 -2.08
C 2.83 2.03 -3.49
C 2.61 1.74 -0.35
C 1.04 -0.24 -2.34
H 5.26 0.50 -2.06
H 4.55 -0.88 -2.92
H 4.60 -0.87 -1.15
H 3.51 2.84 -3.22
H 1.85 2.46 -3.71
H 3.20 1.56 -4.40
H 3.65 1.83 -0.03
H 2.10 1.43 0.57
H 2.25 2.75 -0.57
H 0.74 -0.20 -3.38
```

4.
Computed, not measured: a structure of composition C46H46B2F4N12O4S3V at a distorted geometry, with wB97M-V/def2-TZVPD.

As for the HOMO energy (spin up / spin down): -12.2365 / -12.4761 eV. The net charge is +2. The calculation puts the molar mass at 1075.7 g mol⁻¹. Its multiplicity is 2.

```
118
C46H46B2F4N12O4S3V wB97M-V/def2-TZVPD
V 0.03 -0.18 0.02
C -1.54 3.78 -1.09
C -1.17 2.47 -0.48
N 0.00 1.95 -0.51
O 0.89 2.56 -1.27
B 2.34 2.21 -1.23
F 3.00 3.02 -0.31
F 2.82 2.35 -2.51
O 2.51 0.76 -0.86
N 1.78 0.34 0.21
C 2.31 0.57 1.52
C 3.83 0.48 1.58
C 1.51 -0.36 2.42
N 0.34 -0.52 1.95
O -0.57 -1.24 2.66
B -1.90 -0.53 2.62
F -2.79 -1.22 3.38
F -1.67 0.79 3.10
O -2.42 -0.44 1.21
N -1.67 0.46 0.50
C -2.15 1.62 0.20
C -3.55 2.02 0.44
C 2.01 -0.88 3.71
H -0.64 4.29 -1.43
H -2.20 3.63 -1.94
H -2.06 4.40 -0.36
H 4.24 1.27 0.96
H 4.18 0.61 2.60
H 4.15 -0.49 1.19
H -4.09 1.20 0.92
H -3.60 2.89 1.09
H -4.04 2.27 -0.51
H 2.68 -1.72 3.53
H 2.57 -0.12 4.26
H 1.17 -1.23 4.31
N 0.18 -2.02 -0.05
S 0.00 -3.36 -0.61
N 0.63 -3.70 -2.09
S -0.11 -3.42 -3.44
N -0.79 -2.06 -3.70
S -0.09 -0.62 -3.27
N -0.29 -0.22 -1.87
C 1.61 -0.67 -3.83
C 2.58 -1.04 -2.91
C 3.91 -0.97 -3.29
C 4.26 -0.55 -4.56
C 3.27 -0.20 -5.48
C 1.94 -0.25 -5.11
C -0.90 0.49 -4.39
C -0.53 1.82 -4.27
C -1.13 2.76 -5.09
C -2.10 2.36 -6.01
C -2.46 1.02 -6.12
C -1.86 0.07 -5.30
C -1.40 -4.63 -3.65
C -2.71 -4.26 -3.87
C -3.67 -5.26 -3.94
C -3.31 -6.59 -3.80
C -1.98 -6.94 -3.59
C -1.01 -5.96 -3.51
C 1.08 -3.78 -4.70
C 0.63 -3.61 -6.01
C 1.52 -3.81 -7.04
C 2.84 -4.16 -6.77
C 3.27 -4.32 -5.46
C 2.39 -4.14 -4.41
C 0.86 -4.56 0.38
C 0.62 -4.44 1.75
C 1.26 -5.30 2.61
C 2.16 -6.25 2.11
C 2.39 -6.35 0.75
C 1.73 -5.50 -0.13
C -1.72 -3.86 -0.59
C -2.07 -5.16 -0.25
C -3.42 -5.47 -0.12
C -4.38 -4.48 -0.32
C -4.00 -3.19 -0.66
C -2.66 -2.87 -0.80
H 2.29 -1.35 -1.92
H 4.68 -1.23 -2.57
H 5.30 -0.48 -4.84
H 3.55 0.14 -6.47
H 1.17 0.04 -5.82
H 0.23 2.11 -3.55
H -0.85 3.80 -5.02
H -2.57 3.09 -6.65
H -3.21 0.72 -6.84
H -2.11 -0.98 -5.37
H -2.97 -3.22 -3.97
H -4.71 -4.99 -4.10
H -4.06 -7.36 -3.85
H -1.70 -7.98 -3.49
H 0.03 -6.21 -3.34
H -0.40 -3.33 -6.19
H 1.19 -3.69 -8.07
H 3.54 -4.30 -7.59
H 4.30 -4.60 -5.26
H 2.70 -4.26 -3.38
H -0.07 -3.68 2.11
H 1.08 -5.24 3.68
H 2.68 -6.90 2.80
H 3.09 -7.08 0.37
H 1.88 -5.57 -1.20
H -1.32 -5.91 -0.07
H -3.72 -6.47 0.16
H -5.43 -4.72 -0.19
H -4.75 -2.42 -0.79
H -2.34 -1.87 -1.04
N 0.19 2.92 5.25
C 1.40 3.46 5.11
N 1.93 4.20 6.07
N 2.14 3.29 4.01
C 1.99 2.55 3.02
N 1.90 1.92 2.03
H -0.37 3.12 6.06
H -0.24 2.39 4.51
H 1.44 4.40 6.92
H 2.85 4.60 5.93
```

5.
Computed, not measured: a structure of composition C40H52FeI2N3O2P2, with wB97M-V/def2-TZVPD.

As for the HOMO energy (spin up / spin down): -6.6127 / -6.6111 eV. The net charge is 0. The calculation puts the molar mass at 978.5 g mol⁻¹. Its multiplicity is 6.

```
102
C40H52FeI2N3O2P2 wB97M-V/def2-TZVPD
Fe 0.49 0.04 -0.75
C -1.28 -1.00 -4.77
C -2.13 -1.06 -3.51
C -2.88 0.25 -3.32
P -1.13 -1.48 -2.00
C -0.45 -3.14 -2.50
C 1.02 -2.95 -2.91
C -0.53 -4.27 -1.48
C -2.49 -1.70 -0.81
C -3.48 -2.64 -1.03
C -4.60 -2.75 -0.21
C -5.65 -3.79 -0.46
C -4.73 -1.83 0.83
C -3.77 -0.89 1.08
C -2.60 -0.83 0.29
N -1.61 0.11 0.49
C -1.37 0.74 1.66
C -1.68 0.25 2.95
C -1.28 0.94 4.07
C -0.59 2.15 3.98
C -0.08 2.84 5.20
C -0.29 2.65 2.71
C -0.64 1.97 1.57
P -0.18 2.40 -0.13
C 0.95 3.86 -0.14
C 0.36 5.22 0.23
C 2.20 3.58 0.69
C -1.77 2.92 -0.94
C -1.49 3.57 -2.30
C -2.71 3.76 -0.08
H -1.91 -0.79 -5.64
H -0.54 -0.21 -4.71
H -0.76 -1.94 -4.97
H -2.86 -1.88 -3.62
H -2.18 1.07 -3.21
H -3.50 0.46 -4.20
H -3.54 0.23 -2.45
H -1.03 -3.43 -3.38
H 1.61 -2.65 -2.05
H 1.42 -3.90 -3.29
H 1.15 -2.20 -3.69
H 0.09 -4.05 -0.61
H -1.55 -4.46 -1.13
H -0.16 -5.18 -1.94
H -3.39 -3.32 -1.87
H -5.37 -4.45 -1.28
H -5.81 -4.41 0.43
H -6.61 -3.33 -0.71
H -5.62 -1.86 1.45
H -3.92 -0.16 1.86
H -2.16 -0.71 3.06
H -1.49 0.53 5.05
H -0.64 2.56 6.09
H 0.97 2.56 5.34
H -0.12 3.93 5.09
H 0.28 3.57 2.65
H 1.24 3.89 -1.20
H 1.17 5.96 0.26
H -0.38 5.58 -0.48
H -0.10 5.22 1.22
H 2.05 3.80 1.75
H 2.51 2.54 0.66
H 3.03 4.20 0.33
H -2.26 1.96 -1.12
H -1.08 4.57 -2.19
H -0.79 2.99 -2.90
H -2.42 3.66 -2.87
H -2.30 4.75 0.13
H -3.66 3.90 -0.61
H -2.93 3.27 0.87
C -0.94 -3.50 2.08
C 0.54 -3.24 2.08
N 1.26 -3.89 2.96
C 2.58 -3.65 3.05
C 3.24 -2.74 2.26
C 4.71 -2.50 2.48
O 5.50 -2.83 1.34
C 2.49 -2.04 1.29
C 3.16 -1.03 0.51
N 2.63 -0.15 -0.29
C 3.57 0.81 -0.78
C 4.64 1.25 0.01
C 5.51 2.21 -0.46
C 5.34 2.78 -1.71
C 4.27 2.39 -2.50
C 3.40 1.42 -2.02
I 1.75 0.88 -3.17
C 1.11 -2.28 1.18
O 0.37 -1.68 0.30
H -1.15 -4.34 2.73
H -1.31 -3.70 1.08
H -1.49 -2.63 2.44
H 3.11 -4.21 3.81
H 5.04 -3.07 3.35
H 4.89 -1.44 2.69
H 5.35 -3.76 1.14
H 4.24 -1.05 0.59
H 4.72 0.90 1.03
H 6.32 2.54 0.18
H 6.02 3.54 -2.07
H 4.10 2.83 -3.47
I 3.01 1.03 3.40
```

> Which value of multiplicity does entry 3 give?

1